1.
# C16H21N3O4

One molecule with the formula C16H21N3O4 (ωB97M-V/def2-TZVPD, OMol25).

Each line ends with the Löwdin charge.
Element x y z (Å)
N (1.46, -2.21, -1.36)  0.17
C (1.91, -1.47, -0.31)  -0.36
N (1.24, -1.20, 0.75)  0.14
O (-0.10, -1.65, 0.74)  -0.02
C (-0.77, -1.43, 1.89)  -0.51
O (-0.31, -0.93, 2.87)  0.13
C (-2.20, -1.89, 1.72)  -0.09
C (-3.14, -0.67, 1.69)  -0.16
C (-2.77, 0.37, 0.63)  -0.34
C (-2.86, -0.19, -0.80)  -0.17
C (-2.50, 0.88, -1.82)  -0.20
C (-3.42, 2.09, -1.69)  -0.21
C (-3.34, 2.65, -0.28)  -0.20
C (-3.70, 1.58, 0.75)  -0.17
C (3.30, -1.00, -0.33)  -0.14
C (4.29, -1.71, -1.01)  -0.02
C (5.60, -1.26, -1.02)  -0.05
C (5.95, -0.10, -0.35)  0.01
C (4.96, 0.60, 0.33)  -0.13
N (5.31, 1.82, 1.02)  -0.36
O (6.49, 2.09, 1.12)  0.08
O (4.41, 2.51, 1.45)  0.10
C (3.64, 0.16, 0.36)  0.07
H (1.93, -2.15, -2.25)  0.10
H (0.48, -2.42, -1.38)  0.10
H (-2.29, -2.47, 0.81)  0.11
H (-2.46, -2.51, 2.57)  0.13
H (-4.16, -1.02, 1.52)  0.12
H (-3.10, -0.19, 2.67)  0.12
H (-1.74, 0.70, 0.81)  0.15
H (-3.87, -0.55, -0.98)  0.13
H (-2.18, -1.03, -0.91)  0.10
H (-2.57, 0.47, -2.83)  0.11
H (-1.47, 1.20, -1.66)  0.11
H (-4.45, 1.78, -1.90)  0.11
H (-3.14, 2.85, -2.42)  0.11
H (-4.02, 3.50, -0.17)  0.11
H (-2.33, 3.01, -0.09)  0.12
H (-4.73, 1.26, 0.60)  0.12
H (-3.62, 2.00, 1.76)  0.12
H (4.04, -2.63, -1.52)  0.11
H (6.36, -1.82, -1.54)  0.11
H (6.96, 0.27, -0.34)  0.12
H (2.89, 0.71, 0.90)  0.13

Values from the calculation:
Lowest unoccupied orbital energy, eV: -0.58
E_HOMO, eV: -9.34
SMILES: N/C(=N\OC(=O)CCC1CCCCC1)c1cccc([N+](=O)[O-])c1
Orbital gap, eV: 8.8
Energy above the lowest of the compared OMol25 structures with the same formula, charge and spin, kcal per mole: 118.4

=====

2.
# C6H11NO4

One molecule with the formula C6H11NO4 (ωB97M-V/def2-TZVPD, OMol25).

Each line ends with the Löwdin charge.
Element x y z (Å)
O (0.54, -1.05, -3.14)  0.10
N (1.25, -0.22, -2.59)  -0.41
O (2.36, 0.04, -2.93)  0.13
O (0.74, 0.57, -1.61)  0.06
C (-0.48, 0.19, -0.96)  -0.25
C (-0.83, 1.33, -0.02)  -0.13
C (-0.33, 1.23, 1.43)  -0.19
C (0.86, 0.28, 1.64)  -0.16
C (0.67, -1.13, 0.97)  -0.10
C (-0.40, -1.10, -0.12)  -0.34
O (-1.68, -1.28, 0.49)  -0.02
H (-1.36, 0.18, -1.65)  0.17
H (-0.42, 2.19, -0.52)  0.11
H (-1.87, 1.54, 0.08)  0.11
H (-0.18, 2.26, 1.84)  0.13
H (-1.16, 0.81, 1.95)  0.09
H (1.75, 0.80, 1.23)  0.12
H (0.97, 0.21, 2.73)  0.11
H (1.68, -1.43, 0.58)  0.13
H (0.39, -1.92, 1.65)  0.11
H (-0.20, -1.95, -0.83)  0.15
H (-2.33, -1.54, -0.20)  0.12

Values from the calculation:
Lowest unoccupied orbital energy, eV: 0.43
E_HOMO, eV: -10.55
SMILES: O=[N+]([O-])O[C@@H]1CCCC[C@H]1O
Orbital gap, eV: 11.0
Energy above the lowest of the compared OMol25 structures with the same formula, charge and spin, kcal per mole: 125.9

=====

3.
# H9O5

H9O5 as an isolated structure (ωB97M-V/def2-TZVPD, OMol25).

Each line ends with the Löwdin charge.
Element x y z (Å)
O (-3.12, -0.98, 0.32)  -0.12
H (-2.20, -0.95, -0.05)  -0.02
O (3.98, 0.19, 0.25)  -0.11
H (3.90, 0.99, -0.23)  -0.02
H (3.05, -0.17, 0.20)  0.00
O (1.34, -0.98, 0.19)  -0.25
H (0.39, -0.56, -0.26)  -0.06
H (1.48, -1.95, 0.12)  0.00
O (-0.75, -0.30, -0.77)  -0.31
H (-2.96, -0.64, 1.20)  0.00
H (-0.74, -0.44, -1.72)  -0.03
O (-1.41, 2.15, 0.50)  -0.07
H (-1.52, 1.23, 0.66)  -0.02
H (-1.42, 2.41, -0.41)  0.01

Values from the calculation:
Lowest unoccupied orbital energy, eV: 4.23
E_HOMO, eV: -4.97
Total charge: -1
Orbital gap, eV: 9.2
Energy above the lowest of the compared OMol25 structures with the same formula, charge and spin, kcal per mole: 13.9

=====

4.
# C5H5NO

One molecule with the formula C5H5NO (ωB97M-V/def2-TZVPD, OMol25).

Each line ends with the Löwdin charge.
Element x y z (Å)
N (2.83, 1.61, 0.10)  0.15
C (2.26, 0.63, -0.14)  -0.23
C (1.53, -0.57, -0.47)  -0.10
C (0.20, -0.63, -0.45)  -0.09
C (-0.72, 0.46, -0.03)  -0.14
C (-1.91, -0.10, 0.74)  -0.25
O (-2.08, -1.28, 0.93)  0.05
H (2.13, -1.43, -0.75)  0.11
H (-0.27, -1.57, -0.73)  0.12
H (-1.12, 1.02, -0.89)  0.14
H (-0.21, 1.21, 0.59)  0.12
H (-2.64, 0.65, 1.11)  0.12

Values from the calculation:
Lowest unoccupied orbital energy, eV: 0.41
E_HOMO, eV: -10.35
SMILES: N#C/C=C\CC=O
Orbital gap, eV: 10.8
Energy above the lowest of the compared OMol25 structures with the same formula, charge and spin, kcal per mole: 26.0